ORCA calculation (ωB97M-V/def2-TZVPD) on a cluster of 2 separate species, CH4ClNO6PS2 in total.

Last columns: bonded neighbours and bond lengths (Å).
CARTESIAN COORDINATES (ANGSTROEM)
1 O -1.38321 -0.84175 1.06233  C2 1.186
2 C -0.35209 -0.52341 0.57103  O1 1.186, N3 1.420, O6 1.369
3 N 0.43062 0.57039 1.02675  C2 1.420, P4 1.677, H8 1.018
4 P 1.16757 0.49551 2.53103  N3 1.677, S5 1.934, H9 1.400, H10 1.399
5 S 2.76825 -0.55339 2.80796  P4 1.934
6 O 0.21806 -1.08784 -0.53859  C2 1.369, S7 1.672
7 S 0.73844 -2.65930 -0.30416  O6 1.672, H11 1.344
8 H 1.08652 0.84614 0.29934  N3 1.018
9 H 1.37521 1.85708 2.78430  P4 1.400
10 H 0.07441 0.15959 3.33607  P4 1.399
11 H 2.04739 -2.36247 -0.22907  S7 1.344
12 O -0.44530 1.28535 -1.98557  Cl13 1.456
13 Cl -1.63972 0.81702 -2.67417  O12 1.456, O14 1.444, O15 1.444, O16 1.444
14 O -1.27584 -0.21805 -3.61240  Cl13 1.444
15 O -2.24546 1.92380 -3.37691  Cl13 1.444
16 O -2.56485 0.29132 -1.69794  Cl13 1.444

Properties
**Net charge**: -1
**Gap between HOMO and LUMO**: 8.41 eV